{
  "formula": "C12H16N2",
  "method": "ωB97M-V with the def2-TZVPD basis set",
  "elements": ["C", "C", "C", "C", "C", "N", "N", "H", "H", "H", "H", "H", "H", "H", "H", "C", "C", "C", "C", "C", "C", "C", "H", "H", "H", "H", "H", "H", "H", "H"],
  "positions_angstrom": [[-0.446, -3.350, -0.088], [-0.078, -2.885, -1.485], [-1.245, -2.458, 0.737], [-0.785, -1.378, 1.590], [-2.979, -1.615, 1.615], [-2.612, -2.522, 0.770], [-1.916, -0.867, 2.140], [-0.920, -4.321, -0.166], [0.431, -3.647, 0.491], [0.509, -1.968, -1.532], [0.211, -1.022, 1.837], [-3.963, -1.241, 1.848], [-1.824, -0.046, 2.724], [-0.984, -2.561, -2.044], [0.482, -3.573, -2.094], [0.228, 4.169, 0.106], [2.161, 0.505, -1.073], [2.255, 1.007, 0.234], [1.106, 1.078, -1.776], [1.508, 2.130, 0.681], [0.241, 2.068, -1.351], [0.651, 2.755, -0.205], [2.779, -0.312, -1.382], [2.807, 0.589, 1.074], [0.885, 0.752, -2.808], [1.651, 2.496, 1.693], [-0.550, 2.360, -2.018], [0.970, 4.929, -0.166], [0.044, 4.418, 1.145], [-0.619, 4.507, -0.496]],
  "total_charge": 1,
  "e_above_lowest_kcal_mol": 17.36,
  "s_squared": 0.76,
  "orbital_gap_ev": [8.067, 4.134],
  "spin_multiplicity": 2,
  "lumo_ev": [-3.695, -7.626],
  "fmax_ev_per_a": 2.86
}